[1]
Formula: C42H34BaN2O2P2S
Source: the OMol25 dataset
Level of theory: ωB97M-V with the def2-TZVPD basis set

## Properties
Spin multiplicity   1
Largest force on an atom   3.34 eV Å⁻¹
DFT total energy   -2987.2110 Ha

Each line ends with the Löwdin charge.
Positions of all 84 atoms, in Å:
Ba1 -1.3418 0.6133 -0.4190  1.631
S1 -2.2162 3.7256 1.9697  0.560
P1 -2.1177 -2.4417 0.4212  0.993
P2 2.3945 0.4950 -0.6498  1.126
O1 0.9794 -0.7088 2.1609  -0.117
O2 -0.4763 1.8212 -2.1458  -0.423
N1 -3.9180 5.1884 0.3624  -0.129
N2 -1.9245 4.9998 -0.4124  0.074
C1 -0.4702 -3.2096 0.2541  -0.407
C2 5.9369 -1.1079 0.5085  -0.084
C3 -3.2765 -3.8429 0.2172  -0.378
C4 -2.7074 4.6427 0.6367  -0.815
C5 2.0449 4.6079 -1.1390  -0.078
C6 0.2219 -3.7931 1.3110  -0.085
C7 1.5042 -4.2827 1.1193  -0.066
C8 -0.2072 -0.6144 1.8366  -0.479
C9 0.1368 -3.1371 -0.9992  -0.107
C10 -3.8810 5.8586 -0.8571  -0.056
C11 3.6757 -0.0996 -4.5733  -0.090
C12 -2.6320 5.7413 -1.3401  -0.067
C13 1.4184 -3.6337 -1.1963  -0.081
C14 -1.2419 -1.2343 2.7694  -0.282
C15 -5.0955 5.0386 1.2004  -0.029
C16 -3.4092 -2.0088 4.3450  -0.094
C17 6.7887 -0.0228 0.6678  -0.092
C18 -5.1389 -5.8885 -0.1862  -0.091
C19 -5.5641 -4.5686 -0.1021  -0.088
C20 0.1769 0.7664 -2.3460  -0.514
C21 1.3539 0.5350 -4.5780  -0.045
C22 -1.3211 -0.8408 4.0999  -0.041
C23 2.5020 0.1609 -5.2668  -0.090
C24 2.0827 2.2979 -0.4373  -0.390
C25 3.7089 0.0220 -3.1872  -0.074
C26 -3.7880 -6.1835 -0.0819  -0.079
C27 6.3119 1.2638 0.4559  -0.083
C28 -4.6363 -3.5549 0.0857  -0.127
C29 2.5709 0.3953 -2.4821  -0.330
C30 -3.3211 -2.4366 3.0244  -0.090
C31 1.3866 0.6510 -3.1957  -0.271
C32 4.9917 1.4687 0.0733  -0.074
C33 4.6161 -0.9015 0.1369  -0.101
C34 -2.4052 -1.2163 4.8846  -0.084
C35 -2.8606 -5.1673 0.1176  -0.073
C36 2.3398 3.2780 -1.3962  -0.086
C37 4.1350 0.3862 -0.1026  -0.363
C38 1.2379 4.0142 1.0499  -0.109
C39 2.1042 -4.2035 -0.1325  -0.091
C40 -2.2470 -2.0509 2.2284  -0.343
C41 1.4975 4.9803 0.0871  -0.112
C42 1.5264 2.6775 0.7855  -0.108
H1 -2.4566 -0.9114 5.9235  0.100
H2 -4.7442 6.3596 -1.2577  0.120
H3 -0.9544 4.7206 -0.4679  0.117
H4 -4.7750 4.6252 2.1521  0.052
H5 0.4307 0.7266 -5.1126  0.112
H6 -3.4501 -7.2093 -0.1588  0.103
H7 4.6315 -0.1702 -2.6509  0.101
H8 -1.8076 -5.4076 0.1932  0.100
H9 -0.2328 -3.8429 2.2927  0.118
H10 -5.8587 -6.6827 -0.3391  0.101
H11 2.0435 -4.7140 1.9531  0.106
H12 3.9422 -1.7458 0.0316  0.092
H13 1.2821 6.0227 0.2928  0.105
H14 -4.9712 -2.5239 0.1293  0.101
H15 -4.0968 -3.0759 2.6205  0.091
H16 0.8075 4.2933 2.0019  0.085
H17 6.2969 -2.1130 0.6886  0.101
H18 -5.5606 6.0099 1.3564  0.093
H19 6.9682 2.1143 0.5923  0.101
H20 2.7725 2.9987 -2.3493  0.114
H21 4.5699 -0.3917 -5.1097  0.099
H22 -5.8113 4.3612 0.7368  0.094
H23 -2.1926 6.1050 -2.2512  0.118
H24 -4.2601 -2.2988 4.9481  0.097
H25 1.3330 1.9165 1.5387  0.095
H26 1.8817 -3.5622 -2.1729  0.105
H27 2.2526 5.3593 -1.8915  0.103
H28 3.1090 -4.5828 -0.2766  0.102
H29 2.4779 0.0745 -6.3461  0.099
H30 7.8195 -0.1790 0.9602  0.100
H31 -0.3893 -2.6752 -1.8281  0.094
H32 -6.6156 -4.3287 -0.1970  0.101
H33 4.6344 2.4777 -0.0902  0.099
H34 -0.5221 -0.2298 4.5055  0.113

[2]
Formula: C42H34BrI2N4O5TeTl
Source: the OMol25 dataset
Level of theory: ωB97M-V with the def2-TZVPD basis set

## Properties
Total charge   -2
Spin multiplicity   1
Largest force on an atom   4.46 eV Å⁻¹
DFT total energy   -5825.9401 Ha

Each line ends with the Löwdin charge.
Positions of all 90 atoms, in Å:
Tl1 -19.3783 7.2085 6.4622  0.832
I1 -23.2419 7.7125 6.7882  0.879
I2 -18.0806 5.0665 2.2094  0.893
Te1 -19.6607 9.6064 2.6882  1.172
Br1 -15.3595 2.9206 2.2932  0.727
O1 -13.0692 7.6925 5.2857  0.033
O2 -22.0824 9.7551 10.9153  -0.063
O3 -16.9059 6.3291 5.9474  -0.195
O4 -17.9298 7.6480 8.7383  -0.119
O5 -19.3139 9.6271 6.5480  -0.270
N1 -20.9374 7.0053 8.8437  -0.009
N2 -17.4573 9.6168 11.6733  0.070
N3 -15.4995 8.1582 6.0330  -0.021
N4 -16.5880 8.8332 5.8409  -0.007
C1 -23.1630 4.6205 7.1037  -0.152
C2 -21.1753 9.5690 11.9728  -0.242
C3 -20.8338 11.4854 2.7140  -0.417
C4 -13.2295 6.5042 5.8703  -0.279
C5 -14.0772 4.6437 0.5640  -0.166
C6 -22.4364 11.8424 -1.3457  -0.093
C7 -13.3232 4.0261 7.1589  -0.108
C8 -12.0976 5.7240 6.0670  -0.063
C9 -12.1422 4.5208 6.6557  -0.159
C10 -15.8786 9.0144 9.8998  -0.055
C11 -22.4296 12.9382 -0.4342  -0.093
C12 -22.2280 3.5037 9.0518  -0.109
C13 -14.4955 5.9987 6.2624  -0.083
C14 -22.0940 12.7705 0.9269  -0.061
C15 -21.5151 10.4791 0.4650  -0.273
C16 -20.5401 7.3167 10.0193  -0.125
C17 -21.7196 5.8622 8.6362  -0.363
C18 -22.9482 3.4794 7.8743  -0.139
C19 -16.4460 10.1369 5.6758  -0.124
C20 -21.4587 11.6278 1.3844  -0.285
C21 -14.8102 6.7517 -0.2148  -0.091
C22 -18.7299 10.7347 6.5565  -0.439
C23 -22.0187 10.6101 -0.8291  -0.077
C24 -15.7472 6.7738 6.0539  -0.431
C25 -19.5684 8.3127 10.3917  -0.100
C26 -16.2989 5.4401 1.1763  -0.732
C27 -14.5179 4.7781 6.9131  -0.017
C28 -21.5735 4.6794 9.4312  -0.017
C29 -13.8420 5.7989 -0.1172  -0.125
C30 -19.8045 9.1545 11.4881  -0.165
C31 -17.7509 13.3841 6.2969  -0.151
C32 -18.2558 8.2934 9.7667  -0.320
C33 -22.5827 5.8613 7.4891  -0.678
C34 -17.1362 12.3609 5.6227  -0.096
C35 -19.3126 11.8131 7.2523  -0.064
C36 -17.2130 9.0563 10.4948  -0.270
C37 -16.0534 6.5972 0.4527  -0.124
C38 -18.8273 13.0645 7.1922  -0.142
C39 -15.2779 4.4605 1.2537  -0.767
C40 -17.4862 11.0216 5.9091  -0.195
C41 -20.8015 9.2290 0.8247  -0.458
C42 -18.6836 9.6994 12.1653  -0.164
H1 -22.7721 13.8791 -0.8612  0.085
H2 -13.9152 8.1825 5.3987  0.048
H3 -14.6155 7.5994 -0.8675  0.102
H4 -21.5436 8.8659 12.7256  0.106
H5 -20.1821 12.3489 2.9326  0.064
H6 -20.0856 8.7592 0.1033  0.052
H7 -13.4463 3.7467 0.4572  0.098
H8 -23.6770 4.5595 6.1459  0.090
H9 -22.0070 9.0076 10.3100  0.054
H10 -11.2657 3.8773 6.7558  0.095
H11 -15.9751 9.1912 8.7837  0.089
H12 -20.9016 4.6911 10.2867  0.104
H13 -16.3472 12.6182 4.8862  0.106
H14 -19.2977 13.9006 7.7665  0.093
H15 -18.7537 10.1502 13.1471  0.085
H16 -21.4758 11.3470 3.6080  0.061
H17 -12.8738 5.9656 -0.5948  0.109
H18 -11.1546 6.0811 5.7000  0.102
H19 -20.3223 11.6283 7.7352  0.129
H20 -22.1724 2.5651 9.6293  0.102
H21 -23.3575 2.5682 7.4322  0.094
H22 -21.4466 8.3968 1.1614  0.040
H23 -15.2425 9.8032 10.3507  0.075
H24 -15.5406 10.5166 5.2486  0.097
H25 -16.8527 7.3453 0.3141  0.103
H26 -15.4939 4.3333 7.0630  0.108
H27 -17.4401 14.3903 6.1910  0.053
H28 -13.3615 3.0893 7.6998  0.078
H29 -22.3509 13.4925 1.7045  0.113
H30 -22.7696 11.9143 -2.3835  0.090
H31 -22.0186 9.7052 -1.4105  0.100
H32 -21.0664 10.5704 12.4491  0.122
H33 -15.4143 8.0018 9.9709  0.092
H34 -21.0605 6.8100 10.9027  0.149

Q: Which Kohn-Sham gap values were calculated for the entries above? A: 0.2090 0.1496, in Ha.
Q: Which highest occupied orbital energy values were calculated for the entries above? A: -5.9 -0.6, in eV.